DFT (the ωB97M-V functional and the def2-TZVPD basis) results for a structure of composition C35H51CsN7O2SSe.

Atoms and positions in Å:
Cs (0.284, -3.775, 0.262)
C (-2.493, 4.276, -1.764)
C (-3.373, 3.600, -0.702)
C (-3.781, 4.660, 0.321)
C (-4.647, 3.071, -1.375)
C (-2.607, 2.445, -0.063)
C (-2.155, 1.384, -0.846)
C (-1.468, 0.322, -0.297)
Se (-0.801, -1.018, -1.481)
C (1.032, -0.412, -1.521)
C (1.276, 0.944, -1.441)
C (2.567, 1.453, -1.470)
C (3.596, 0.530, -1.649)
C (3.389, -0.839, -1.773)
C (2.065, -1.381, -1.664)
O (1.815, -2.645, -1.684)
C (4.563, -1.800, -1.980)
C (5.910, -1.079, -2.084)
C (4.376, -2.590, -3.285)
C (4.651, -2.767, -0.791)
C (2.779, 2.955, -1.288)
C (2.032, 3.730, -2.382)
C (4.257, 3.341, -1.356)
C (2.231, 3.384, 0.082)
C (-1.188, 0.217, 1.109)
O (-0.678, -0.869, 1.594)
C (-1.521, 1.372, 1.878)
C (-2.253, 2.400, 1.276)
C (-1.163, 1.563, 3.364)
C (-2.409, 1.323, 4.228)
C (-0.050, 0.636, 3.862)
C (-0.650, 2.996, 3.611)
H (-3.028, 5.103, -2.241)
H (-1.580, 4.669, -1.312)
H (-2.198, 3.570, -2.542)
H (-4.340, 5.457, -0.177)
H (-4.417, 4.241, 1.103)
H (-2.908, 5.112, 0.797)
H (-5.198, 3.885, -1.857)
H (-4.409, 2.328, -2.138)
H (-5.303, 2.599, -0.639)
H (-2.315, 1.381, -1.919)
H (0.433, 1.615, -1.322)
H (4.611, 0.897, -1.701)
H (5.924, -0.367, -2.913)
H (6.163, -0.542, -1.167)
H (6.696, -1.818, -2.262)
H (4.374, -1.906, -4.138)
H (5.204, -3.295, -3.418)
H (3.435, -3.134, -3.271)
H (4.895, -2.219, 0.123)
H (3.707, -3.286, -0.635)
H (5.436, -3.512, -0.961)
H (2.400, 3.451, -3.371)
H (0.961, 3.521, -2.351)
H (2.167, 4.809, -2.251)
H (4.693, 3.082, -2.324)
H (4.365, 4.419, -1.216)
H (4.836, 2.840, -0.578)
H (1.169, 3.146, 0.177)
H (2.757, 2.863, 0.886)
H (2.355, 4.462, 0.228)
H (-2.562, 3.220, 1.908)
H (-2.769, 0.300, 4.100)
H (-2.181, 1.471, 5.289)
H (-3.216, 2.005, 3.952)
H (-0.396, -0.384, 3.988)
H (0.803, 0.633, 3.180)
H (0.292, 0.990, 4.840)
H (-1.399, 3.763, 3.418)
H (-0.344, 3.097, 4.655)
H (0.216, 3.204, 2.979)
N (2.201, -2.932, 3.025)
N (0.896, -2.443, 3.219)
C (-0.069, -3.201, 3.753)
N (-1.310, -2.670, 3.640)
S (0.224, -4.710, 4.454)
H (2.172, -3.899, 3.355)
H (2.822, -2.438, 3.659)
H (0.608, -1.655, 2.626)
H (-1.420, -1.953, 2.912)
H (-2.062, -3.313, 3.814)
N (-3.160, -5.458, -2.583)
C (-2.536, -6.652, -2.866)
C (-1.837, -6.966, -1.742)
N (-2.018, -6.007, -0.776)
C (-2.818, -5.115, -1.310)
C (-3.217, -3.871, -0.664)
N (-3.051, -3.617, 0.610)
C (-3.490, -2.329, 0.785)
C (-3.924, -1.805, -0.393)
N (-3.759, -2.805, -1.321)
H (-3.795, -4.970, -3.188)
H (-2.646, -7.143, -3.816)
H (-1.212, -7.825, -1.566)
H (-3.447, -1.831, 1.739)
H (-4.270, -0.822, -0.658)
H (-3.797, -2.669, -2.316)

Output
Molar mass, g/mol: 845.8
Orbital gap, hartree: 0.19457
ΔE to the lowest compared entry with this formula, charge and spin, kcal/mol: 17.0
Net charge: -1
HOMO level, eV: -3.713
E_tot, a.u.: -4717.97642